Molecular formula: C47H55AsBaN5O3P
Method: DFT, wB97M-V/def2-TZVPD

Values from the calculation:
- HOMO-LUMO gap: 0.219 Eh
- Strongest force on any atom: 0.007 Eh/bohr
- DFT total energy: -4926.2951 Ha
- Energy above the lowest of the compared OMol25 structures with the same formula, charge and spin: 0.097 eV
- Net charge: 0

The geometry in XYZ format:
```
113
Properties=species:S:1:pos:R:3:forces:R:3:lowdin_charge:R:1
Ba 0.8279 -1.3383 -0.4930 -0.048 0.059 -0.002 1.800
C 3.6390 2.4450 0.6413 -0.005 0.005 0.009 -0.132
C 2.4182 2.6530 1.5451 0.010 -0.002 -0.009 -0.556
C 2.8041 3.4383 2.7970 0.005 0.002 0.015 -0.116
P 1.5426 1.0264 1.7542 -0.010 0.030 -0.041 0.998
C 2.1379 0.2040 3.3127 0.010 0.000 0.020 -0.550
C 3.6296 -0.1172 3.2352 0.023 0.006 -0.003 -0.121
C 1.7561 0.8374 4.6486 -0.021 -0.021 -0.025 -0.100
C -0.1752 1.4586 2.1635 -0.017 -0.006 -0.026 -0.341
C -0.6243 2.7400 2.4677 0.018 -0.003 0.011 -0.075
C -1.9480 3.0158 2.7888 -0.007 0.001 -0.009 -0.300
C -2.4121 4.4165 3.0900 -0.002 0.011 0.005 -0.068
C -2.8287 1.9354 2.8200 0.006 -0.007 0.000 -0.056
C -2.4254 0.6511 2.5108 0.008 -0.003 0.004 -0.025
C -1.0903 0.3657 2.1384 -0.006 0.026 0.004 -0.365
N -0.6507 -0.8590 1.7478 0.105 0.044 -0.108 -0.149
C -1.4887 -1.9768 1.9069 0.014 -0.058 0.014 -0.293
C -1.4818 -2.6917 3.1220 -0.045 -0.004 -0.017 -0.212
C -0.7656 -2.1235 4.3146 0.017 0.000 0.017 -0.034
C -2.1434 -3.9050 3.2126 0.013 -0.009 -0.007 -0.015
C -2.8431 -4.4459 2.1361 -0.009 0.005 0.009 -0.277
C -3.4989 -5.7964 2.2418 0.003 -0.006 -0.005 -0.058
C -2.9170 -3.6957 0.9751 0.008 -0.016 -0.006 -0.014
C -2.2730 -2.4647 0.8503 -0.023 0.007 0.009 -0.220
C -2.5068 -1.6324 -0.3884 0.040 0.007 0.016 -0.080
H 4.0997 3.4060 0.3961 -0.002 0.001 0.000 0.076
H 3.3683 1.9342 -0.2846 -0.001 0.001 0.000 0.043
H 4.3953 1.8365 1.1430 0.004 0.002 -0.001 0.066
H 1.6911 3.2484 0.9791 0.000 -0.005 -0.001 0.088
H 3.6071 2.9340 3.3369 -0.002 0.003 0.007 0.064
H 1.9717 3.5700 3.4865 -0.002 0.000 0.004 0.061
H 3.1745 4.4283 2.5169 -0.001 -0.003 0.004 0.079
H 1.5851 -0.7369 3.2362 0.002 -0.022 0.002 0.051
H 4.2375 0.7859 3.3230 0.000 -0.014 0.001 0.060
H 3.8938 -0.6043 2.2932 -0.007 -0.002 0.001 0.069
H 3.9200 -0.7845 4.0503 -0.010 0.000 0.001 0.078
H 2.3822 1.6962 4.8866 0.018 0.038 -0.008 0.061
H 1.8858 0.1065 5.4521 0.004 0.001 -0.003 0.078
H 0.7138 1.1587 4.6539 0.003 0.001 -0.002 0.071
H 0.0793 3.5661 2.4651 -0.010 -0.004 -0.001 0.089
H -1.5645 5.0958 3.1914 0.003 -0.002 0.000 0.068
H -2.9826 4.4596 4.0202 0.001 -0.003 -0.001 0.073
H -3.0547 4.8107 2.2983 0.000 -0.002 -0.001 0.073
H -3.8668 2.1070 3.0886 0.000 -0.001 0.002 0.110
H -3.1432 -0.1611 2.5358 -0.001 -0.001 0.004 0.112
H 0.3181 -2.1269 4.1760 0.003 -0.006 -0.015 0.049
H -0.9936 -2.7011 5.2114 -0.001 0.000 -0.004 0.080
H -1.0520 -1.0844 4.4879 -0.001 -0.004 0.002 0.080
H -2.1119 -4.4506 4.1516 -0.002 0.001 0.000 0.116
H -3.9562 -5.9406 3.2217 0.000 0.004 0.001 0.074
H -2.7693 -6.5978 2.1007 -0.001 0.001 0.002 0.077
H -4.2735 -5.9196 1.4846 0.001 0.001 -0.001 0.071
H -3.5061 -4.0645 0.1406 0.000 0.000 0.001 0.116
H -3.4913 -1.8542 -0.8019 -0.005 0.014 -0.002 0.086
H -1.7990 -1.8350 -1.2006 -0.038 -0.119 -0.031 0.016
H -2.4606 -0.5672 -0.1598 0.007 -0.002 0.016 0.065
O 2.4929 -3.7473 -3.0928 -0.049 -0.143 -0.032 -0.004
C 1.4991 -3.8491 -2.3609 -0.125 0.200 -0.049 -0.710
O 0.4030 -3.2199 -2.4449 0.204 0.210 0.089 -0.190
C 1.6169 -4.7372 -1.1286 0.038 0.173 -0.260 -0.200
C 1.8029 -6.1332 -1.2325 0.022 -0.058 0.198 0.014
C 1.8653 -6.8594 -0.0822 0.016 -0.061 -0.218 0.001
C 1.7741 -6.2075 1.1674 -0.002 0.070 0.142 -0.155
C 1.8364 -6.9009 2.3982 -0.003 -0.003 0.018 -0.034
C 1.7571 -6.2207 3.5794 0.012 -0.019 0.000 -0.075
C 1.6100 -4.8179 3.5797 -0.022 0.031 0.016 -0.066
C 1.5435 -4.1237 2.4055 -0.028 0.078 -0.010 -0.014
C 1.6222 -4.8044 1.1715 0.068 -0.043 -0.074 -0.201
N 1.5414 -4.0891 0.0078 -0.079 -0.215 0.253 0.060
H 1.8854 -6.5898 -2.2080 0.001 0.021 -0.021 0.121
H 1.9905 -7.9360 -0.1087 -0.005 0.004 0.006 0.119
H 1.9499 -7.9785 2.3857 -0.001 0.001 -0.003 0.113
H 1.8052 -6.7532 4.5202 -0.003 -0.004 -0.005 0.103
H 1.5335 -4.2926 4.5229 0.000 0.024 0.001 0.104
H 1.4030 -3.0471 2.3981 0.002 -0.027 0.010 0.089
N -3.5535 4.0886 -4.5135 0.016 -0.040 0.000 0.165
C -3.8488 5.3780 -4.9027 0.020 0.028 -0.003 -0.192
C -4.8496 5.9140 -5.7067 -0.006 0.004 0.001 -0.024
C -4.8281 7.2824 -5.8886 -0.007 -0.010 0.000 -0.095
C -3.8444 8.0891 -5.2931 0.011 0.009 0.005 -0.094
C -2.8561 7.5496 -4.4963 -0.009 0.004 0.002 -0.015
C -2.8636 6.1694 -4.2962 -0.040 -0.012 0.014 -0.225
N -2.0115 5.3783 -3.5451 0.066 -0.009 -0.034 0.183
C -2.4504 4.1617 -3.7001 -0.062 0.025 0.029 -0.282
C -1.8463 2.9768 -3.0794 -0.012 0.001 0.002 -0.132
C -2.0647 1.6918 -3.5670 -0.007 0.012 0.013 -0.004
C -1.4641 0.6242 -2.9245 0.008 -0.025 -0.008 -0.143
N -0.6764 0.7630 -1.8597 0.020 -0.015 -0.014 -0.023
C -0.4660 1.9970 -1.3984 -0.017 0.026 -0.033 -0.108
C -1.0253 3.1265 -1.9688 0.009 -0.013 0.026 0.021
H -4.1175 3.2728 -4.6706 0.006 0.001 -0.017 0.154
H -5.6081 5.2956 -6.1684 0.001 0.000 0.000 0.107
H -5.5866 7.7462 -6.5052 -0.001 -0.002 -0.001 0.100
H -3.8689 9.1570 -5.4651 0.003 0.000 -0.001 0.099
H -2.0974 8.1654 -4.0327 0.000 0.000 -0.001 0.111
H -2.6718 1.5105 -4.4444 -0.001 -0.004 0.000 0.110
H -1.6183 -0.3896 -3.2797 0.002 0.003 -0.006 0.118
H 0.1671 2.0812 -0.5228 0.006 -0.008 0.004 0.080
H -0.8394 4.1092 -1.5597 -0.002 0.003 -0.006 0.119
C 3.6725 1.4810 -4.2226 -0.004 -0.018 -0.013 -0.204
As 3.1133 -0.2382 -3.5646 -0.069 -0.105 0.028 0.963
C 4.6037 -1.4325 -3.7064 0.005 0.019 -0.009 -0.192
C 1.7123 -0.8770 -4.7067 0.009 0.012 0.006 -0.184
O 2.5878 -0.0853 -1.9966 -0.051 -0.094 0.103 -0.740
H 4.0216 1.3995 -5.2513 -0.001 0.006 0.001 0.038
H 4.4744 1.8545 -3.5884 0.002 -0.011 0.006 0.039
H 2.8278 2.1660 -4.1716 -0.008 -0.010 0.003 0.037
H 4.9686 -1.4575 -4.7328 -0.005 0.011 -0.001 0.043
H 4.2501 -2.4195 -3.4106 -0.004 0.000 0.000 0.015
H 5.3913 -1.0861 -3.0394 -0.005 0.006 0.002 0.043
H 0.9037 -0.1465 -4.7004 0.010 0.013 -0.005 0.029
H 1.3699 -1.8278 -4.2949 0.011 -0.001 -0.003 0.017
H 2.0807 -1.0177 -5.7222 0.012 0.008 0.003 0.046
```
Positions in Å, forces in eV/Å.

---

Molecular formula: C47H55Br2LaN12OS4
Method: DFT, wB97M-V/def2-TZVPD

Values from the calculation:
- HOMO-LUMO gap: 0.279 Eh
- Strongest force on any atom: 0.033 Eh/bohr
- DFT total energy: -9328.0364 Ha
- Energy above the lowest of the compared OMol25 structures with the same formula, charge and spin: 0.000 eV
- Net charge: +2

The geometry in XYZ format:
```
122
Properties=species:S:1:pos:R:3:forces:R:3:lowdin_charge:R:1
La -0.2568 0.0054 0.1269 -0.186 1.577 0.524 1.550
Br 0.5519 -0.9155 3.2997 0.070 -0.131 0.284 0.716
C 2.0503 0.2825 3.5344 -0.140 -0.100 -0.137 -0.929
Br 2.6008 1.0886 1.8732 0.212 0.066 0.141 0.682
H 2.8743 -0.2985 3.9199 0.092 -0.034 0.013 0.010
H 1.7393 1.0693 4.2010 -0.037 0.117 0.069 0.010
N 1.8449 -0.9280 -0.5863 0.809 -0.563 -0.205 -0.490
S 2.8106 -2.0124 -0.7589 -0.023 0.146 -0.133 0.755
N 2.4105 -3.2572 -1.7555 -0.026 -0.061 0.080 -0.350
S 1.7376 -4.5924 -1.3582 0.040 0.027 -0.125 0.884
N 0.4780 -4.6472 -0.4724 -0.034 0.026 0.104 -0.354
S -0.7682 -3.5652 -0.5832 0.030 -0.209 0.102 0.777
N -0.6343 -2.3474 0.2185 -0.375 -0.675 -0.376 -0.454
C -1.0118 -3.3976 -2.3491 -0.079 -0.024 -0.009 -0.312
C -1.6939 -4.3728 -3.0765 0.121 0.057 -0.016 -0.057
C -1.8148 -4.2178 -4.4488 -0.021 -0.017 0.036 -0.047
C -1.2665 -3.1038 -5.0756 0.010 -0.015 -0.022 -0.047
C -0.5787 -2.1507 -4.3383 0.039 0.022 -0.158 -0.055
C -0.4412 -2.2960 -2.9684 -0.058 -0.156 0.118 -0.122
C -2.1058 -4.6208 -0.0831 0.044 -0.097 -0.057 -0.326
C -1.8896 -5.8189 0.5821 -0.042 0.073 0.002 -0.057
C -2.9896 -6.5355 1.0352 -0.024 -0.010 0.010 -0.052
C -4.2744 -6.0586 0.8103 -0.015 -0.029 0.014 -0.048
C -4.4747 -4.8579 0.1359 -0.066 -0.029 0.011 -0.044
C -3.3874 -4.1313 -0.3165 0.064 0.021 0.025 -0.086
C 2.8517 -5.7170 -0.5701 0.016 0.047 0.152 -0.314
C 4.0546 -5.9494 -1.2277 -0.014 0.023 -0.027 -0.054
C 4.9560 -6.8322 -0.6630 0.050 -0.038 0.005 -0.043
C 4.6477 -7.4653 0.5379 -0.013 -0.005 0.024 -0.041
C 3.4392 -7.2217 1.1770 0.059 -0.051 0.021 -0.044
C 2.5226 -6.3394 0.6231 -0.010 0.042 -0.044 -0.059
C 1.4820 -5.3796 -2.9203 -0.101 0.028 -0.080 -0.322
C 0.8909 -6.6390 -2.8710 0.010 0.047 0.031 -0.057
C 0.6916 -7.3194 -4.0578 -0.015 -0.040 -0.018 -0.043
C 1.0770 -6.7389 -5.2634 -0.004 0.009 -0.031 -0.043
C 1.6611 -5.4798 -5.2890 -0.009 -0.049 -0.075 -0.047
C 1.8735 -4.7838 -4.1072 -0.017 0.029 0.050 -0.059
C 3.4210 -2.7934 0.7270 0.130 0.053 -0.019 -0.303
C 4.7806 -3.0133 0.9310 -0.046 -0.042 -0.040 -0.042
C 5.1897 -3.6085 2.1149 -0.016 -0.030 0.026 -0.045
C 4.2513 -3.9718 3.0744 0.017 -0.023 -0.005 -0.051
C 2.8981 -3.7555 2.8491 -0.024 -0.025 0.090 -0.076
C 2.4735 -3.1656 1.6685 0.056 0.034 0.006 -0.142
C 4.3098 -1.4947 -1.5653 -0.004 -0.097 -0.206 -0.331
C 4.8246 -0.2744 -1.1460 0.018 -0.002 -0.013 -0.088
C 5.9973 0.1953 -1.7168 0.037 0.030 -0.008 -0.052
C 6.6378 -0.5496 -2.7029 0.001 0.016 0.023 -0.049
C 6.1118 -1.7665 -3.1163 0.011 -0.013 -0.011 -0.047
C 4.9440 -2.2527 -2.5416 -0.052 0.076 0.020 -0.061
H -2.1183 -5.2407 -2.5881 -0.006 0.045 0.009 0.122
H -2.3496 -4.9632 -5.0257 0.038 0.057 0.031 0.120
H -1.3806 -2.9787 -6.1462 0.006 -0.010 0.063 0.118
H -0.1572 -1.2829 -4.8330 -0.038 -0.049 0.039 0.116
H 0.0922 -1.5605 -2.3835 0.027 -0.042 -0.063 0.047
H -0.8824 -6.1780 0.7431 -0.064 -0.013 -0.003 0.093
H -2.8413 -7.4692 1.5638 -0.013 0.042 -0.041 0.116
H -5.1274 -6.6298 1.1585 0.060 0.057 -0.016 0.118
H -5.4768 -4.4849 -0.0373 0.055 -0.028 0.006 0.120
H -3.5316 -3.1996 -0.8522 -0.017 -0.056 0.019 0.117
H 4.2725 -5.4607 -2.1727 -0.009 -0.057 0.094 0.114
H 5.8950 -7.0351 -1.1628 -0.043 0.006 0.041 0.119
H 5.3567 -8.1582 0.9748 -0.042 0.029 -0.024 0.119
H 3.2051 -7.7215 2.1092 0.022 0.025 -0.054 0.120
H 1.5739 -6.1288 1.1002 0.093 -0.021 -0.018 0.104
H 0.5956 -7.0719 -1.9193 0.022 0.022 -0.105 0.125
H 0.2393 -8.3037 -4.0443 0.025 0.062 -0.015 0.120
H 0.9204 -7.2764 -6.1910 0.010 0.027 0.054 0.119
H 1.9557 -5.0359 -6.2323 -0.019 -0.029 0.050 0.119
H 2.3241 -3.7992 -4.0988 -0.054 -0.065 -0.019 0.107
H 5.5129 -2.7289 0.1859 -0.041 -0.013 0.071 0.115
H 6.2444 -3.7831 2.2902 -0.057 0.014 -0.007 0.118
H 4.5785 -4.4294 4.0006 -0.016 0.021 -0.044 0.117
H 2.1673 -4.0453 3.5965 0.053 0.022 -0.050 0.117
H 1.4246 -3.0039 1.4657 -0.063 0.072 0.051 0.043
H 4.3207 0.2794 -0.3613 0.036 -0.024 -0.030 0.062
H 6.4170 1.1386 -1.3866 -0.013 -0.068 -0.031 0.117
H 7.5555 -0.1814 -3.1456 -0.055 -0.011 0.017 0.118
H 6.6119 -2.3410 -3.8880 -0.036 0.047 0.069 0.118
H 4.5175 -3.1975 -2.8533 0.076 0.080 0.016 0.087
C 2.8670 3.1925 -4.2418 -0.038 -0.029 0.048 0.008
C 1.8547 3.6979 -3.2819 0.068 -0.254 0.106 -0.315
N 1.2863 4.8527 -3.3124 -0.277 0.041 0.329 0.151
N 0.4295 4.8292 -2.2394 -0.078 0.485 -0.156 0.049
C 0.4418 3.6966 -1.5417 0.023 0.057 -0.164 -0.748
S -0.4423 3.2735 -0.1819 -0.097 0.031 0.011 0.636
N 1.3619 2.9601 -2.2126 0.284 -0.262 -0.243 -0.089
N 1.6803 1.6668 -1.8375 -0.146 -0.115 0.224 0.086
H 3.1690 4.0099 -4.8914 -0.010 -0.004 0.012 0.095
H 2.4531 2.3936 -4.8617 0.013 0.021 0.032 0.090
H 3.7454 2.8066 -3.7209 -0.026 0.018 -0.015 0.082
H -0.1382 5.6323 -2.0335 -0.051 0.091 -0.003 0.163
H 2.5740 1.6412 -1.3660 0.192 -0.026 0.016 0.076
H 1.7197 1.0693 -2.6506 -0.087 -0.180 -0.064 0.098
O -0.3091 1.9118 2.4788 -0.102 0.055 -0.041 -0.266
H -0.0851 2.7663 2.0776 0.039 -0.002 0.043 -0.046
H -0.9756 2.0995 3.1491 -0.019 -0.020 -0.012 0.052
C -1.5529 0.4159 -1.9995 -0.267 -0.124 -0.121 -0.379
H -2.1984 1.3012 -1.9245 0.043 -0.006 0.008 -0.048
H -2.2088 -0.4296 -2.2617 0.032 0.115 -0.066 -0.040
H -0.9117 0.5804 -2.8809 -0.071 0.018 0.034 -0.044
C -3.5390 1.3543 1.3412 -0.052 -0.068 0.045 -0.178
N -4.9290 1.2809 1.7624 0.010 -0.092 0.028 -0.078
C -5.5963 0.2145 1.0024 0.128 -0.012 0.111 -0.148
N -4.9507 -1.0898 1.2209 0.039 0.067 0.076 -0.075
C -3.5540 -0.9847 0.8234 -0.178 0.108 0.044 -0.222
N -2.8150 0.0722 1.5657 0.137 -0.088 -0.181 -0.149
C -2.9275 -0.2683 3.0074 -0.116 0.045 -0.076 -0.207
N -4.3088 -0.3575 3.4500 -0.068 0.012 -0.078 -0.078
C -4.9702 0.9304 3.1878 0.061 -0.111 -0.146 -0.150
C -4.9910 -1.3930 2.6595 0.088 0.175 -0.085 -0.153
H -3.0331 2.1435 1.9011 -0.007 0.014 0.002 0.116
H -3.4915 1.5979 0.2780 0.013 0.002 -0.026 0.119
H -5.5616 0.4569 -0.0603 0.013 0.007 -0.021 0.132
H -6.6396 0.1528 1.3127 0.014 0.006 0.014 0.131
H -3.4966 -0.7569 -0.2447 0.007 0.000 -0.018 0.111
H -3.0534 -1.9283 1.0170 0.051 -0.092 0.019 0.080
H -2.4149 0.4955 3.5955 0.005 0.004 0.010 0.106
H -2.4331 -1.2269 3.1771 0.001 -0.026 -0.006 0.102
H -4.4763 1.7133 3.7660 0.016 0.002 -0.001 0.130
H -6.0094 0.8655 3.5074 -0.019 0.002 0.016 0.131
H -6.0298 -1.4600 2.9819 -0.003 0.006 0.009 0.131
H -4.5044 -2.3547 2.8339 0.010 -0.013 0.004 0.128
```
Positions in Å, forces in eV/Å.

---

Number 1 is which compound?
C47H55AsBaN5O3P